Entry from the OMol25 dataset: one molecule with the formula C20H22N2O2 (ωB97M-V/def2-TZVPD).

Geometry as XYZ:
```
46
C20H22N2O2 | the OMol25 dataset | ωB97M-V/def2-TZVPD
C 2.47213 2.28156 2.27405
C 1.87776 0.93087 2.08302
C 1.11275 0.21585 2.95763
C 0.80724 -1.02649 2.34141
C 0.08292 -2.15001 2.73886
C -0.01657 -3.21219 1.86927
C 0.59707 -3.17814 0.61439
C 1.32524 -2.08343 0.19653
C 1.42448 -1.00309 1.06651
N 2.07207 0.19884 0.93221
C 2.81526 0.61090 -0.22381
H 3.06243 -0.27832 -0.80587
H 3.74656 1.09763 0.08163
C 2.03392 1.57845 -1.13423
N 0.74260 1.05259 -1.51469
C 0.61949 0.01302 -2.35969
O 1.57112 -0.56326 -2.84654
C -0.82452 -0.40498 -2.68474
C -0.95467 -0.59023 -4.19591
H -0.14903 -1.22837 -4.54622
H -1.91350 -1.03927 -4.43894
H -0.88434 0.37763 -4.68575
O -1.78534 0.55703 -2.29311
C -2.31662 0.55351 -1.03241
C -1.87243 -0.22699 0.02808
C -2.48960 -0.11875 1.26397
C -3.53640 0.76202 1.45915
C -3.97561 1.54502 0.40240
C -3.37367 1.44365 -0.83425
H -3.70230 2.04181 -1.66981
H -4.79307 2.23674 0.54191
H -4.00812 0.84064 2.42657
H -2.13105 -0.73200 2.07607
H -1.04967 -0.91482 -0.08517
H -1.00943 -1.36778 -2.18693
H -0.08281 1.46235 -1.10925
H 1.87515 2.53583 -0.63827
H 2.62934 1.73518 -2.03933
H 1.78650 -2.07472 -0.77943
H 0.49961 -4.03002 -0.04267
H -0.57543 -4.09143 2.15517
H -0.38477 -2.18048 3.71246
H 0.80452 0.53363 3.93407
H 2.00962 3.01966 1.61816
H 2.31811 2.59805 3.30195
H 3.54311 2.27233 2.07157
```

Energy above the lowest of the compared OMol25 structures with the same formula, charge and spin in eV: 0.728
F_max in Eh/bohr: 0.0141
Structure (SMILES): Cc1cc2ccccc2n1CCNC(=O)[C@H](C)Oc1ccccc1
Kohn-Sham gap in eV: 8.545